DFT (ωB97M-V/def2-TZVPD) results for the molecule C3H5N3S.

Its HOMO-LUMO gap is 8.486 eV. The calculation puts the LUMO energy at -0.3 eV. For the HOMO energy, the calculation gives -0.322 hartree. Its relative energy (zero: lowest compared OMol25 entry of this formula, charge and spin) is 2.8347 eV. Its SMILES is [H]/N=C\N(C=S)N=C. As for the net charge: 0.

Cartesian coordinates (Å):
C -1.6096 -0.9239 0.8979
C -0.0733 1.1816 -0.0266
C 1.3318 -0.6741 -0.8607
H -1.4996 -0.0216 1.5692
H -2.4115 -1.6015 1.1254
H -1.1627 1.4189 0.0426
H 1.7923 1.8742 -0.0133
H 1.8877 0.1739 -1.2255
N -0.8591 -1.1407 -0.1271
N 0.1768 -0.1764 -0.3010
N 0.7643 2.1369 0.0352
S 1.6629 -2.2473 -1.1160

Forces on atoms 1 to 3 (eV/Å):
C 1.1 1.2 -0.5
C 0.2 0.8 -0.5
C -0.9 0.0 -0.3

---

DFT (ωB97M-V/def2-TZVPD) results for a structure of composition C40H41BBr57FN3O2PS2.

Its HOMO-LUMO gap is 5.713 eV. The calculation puts the LUMO energy at -1.5 eV. For the HOMO energy, the calculation gives -0.266 hartree. As for the net charge: 0.

Cartesian coordinates (Å):
C -2.4706 5.0842 5.1601
C -3.5794 3.9362 5.5488
O -3.0618 2.9791 6.5434
B -3.6552 1.6392 6.3671
O -4.4861 1.0878 7.4881
C -3.4115 0.6959 5.0316
C -4.6017 -0.4229 4.7009
C -4.5368 -1.4663 3.4214
F -5.5923 -2.4906 3.1181
C -3.1927 -1.3781 2.4665
P -3.0811 -2.5748 0.9613
S -2.8810 -4.3950 1.6170
C -1.9874 -0.2759 2.8235
C -2.0508 0.7883 4.0629
N -1.0235 1.8084 4.4672
C -0.1302 1.1618 5.5384
N 0.1877 2.1401 6.6469
C -0.3313 1.6918 7.9969
C -0.0769 2.2108 3.3719
C 0.6546 3.7055 3.5471
C 1.7730 4.2917 2.4549
C 2.2125 3.3998 1.1345
C 3.3271 3.8301 0.0125
C 3.2205 5.2777 -0.8019
C 4.3677 5.5687 -1.9347
N 5.5163 4.6886 -2.3388
C 5.6222 3.4080 -1.5605
C 4.6265 2.8544 -0.3833
C 1.4369 1.9439 0.9587
C 0.3381 1.3709 2.0323
S -0.4475 -0.2968 1.6921
H -1.4332 4.7347 5.5787
H -2.6930 6.1509 5.5977
H -2.3776 5.1115 3.9870
H -3.9199 3.4270 4.5316
H -4.5656 4.4032 6.0343
H -5.4606 1.3186 7.3465
H -5.5529 -0.5100 5.4136
H -4.3132 -2.3567 0.1971
H -1.9637 -2.2382 0.0938
H -0.6915 0.1914 5.8746
H 0.9010 0.9259 4.9898
H -0.1371 3.1215 6.4044
H -1.0706 2.4622 8.5114
H 0.6294 1.5707 8.6950
H -0.8575 0.6427 8.0007
H 0.4234 4.4300 4.4558
H 2.2558 5.3617 2.6322
H 2.3304 5.9874 -0.5085
H 4.2665 6.6064 -2.5174
H 6.5364 2.6930 -1.8424
H 4.8359 1.8152 0.1449
H 1.7254 1.3129 0.0117
C 9.6492 4.5239 -3.2147
Br 8.0598 4.1597 -2.1537
Br 10.3156 6.3282 -2.9239
Br 11.0325 3.1864 -2.9286
H 9.3533 4.4579 -4.2669
C 12.1913 7.2439 -6.5466
Br 13.9396 8.0930 -6.6310
Br 10.9617 7.9873 -7.8580
Br 12.3191 5.3081 -6.6899
H 11.7761 7.4647 -5.5577
C 17.9958 6.3158 -7.2340
Br 16.4480 5.1385 -7.1824
Br 19.6654 5.3184 -7.1930
Br 17.9221 7.5424 -8.7421
H 17.9647 6.9249 -6.3246
C 6.9235 2.8919 2.8903
Br 7.0048 1.9238 4.5756
Br 7.8362 1.9368 1.4623
Br 5.0956 3.3464 2.4041
H 7.4593 3.8354 3.0373
C -8.3469 -5.2626 2.7822
Br -8.2656 -6.2306 4.4676
Br -7.4342 -6.2176 1.3542
Br -10.1748 -4.8081 2.2960
H -7.8111 -4.3190 2.9292
C -7.1624 -2.2138 -2.3150
Br -6.7813 -2.3577 -0.4128
Br -7.7648 -0.4287 -2.7994
Br -5.6540 -2.7883 -3.4008
H -7.9893 -2.8992 -2.5282
C -2.0441 9.1780 6.8555
Br -3.0301 8.9843 5.1898
Br -0.7853 7.7196 7.1252
Br -1.1782 10.9151 6.9863
H -2.7757 9.1234 7.6684
C -2.7269 -5.8271 -2.1495
Br -4.1869 -6.0858 -3.4087
Br -3.1661 -4.5025 -0.7942
Br -2.1471 -7.5072 -1.3585
H -1.8792 -5.4326 -2.7194
C -4.2758 1.5146 -1.9918
Br -3.9540 0.8751 -0.1829
Br -4.9698 3.3318 -2.0042
Br -2.6973 1.3348 -3.1145
H -5.0507 0.8733 -2.4245
C 0.8964 -10.5274 -1.8976
Br -0.6930 -10.8916 -0.8367
Br 1.5628 -8.7230 -1.6069
Br 2.2797 -11.8648 -1.6116
H 0.6005 -10.5933 -2.9499
C -10.4349 -0.9610 1.8226
Br -10.4782 0.9707 2.0484
Br -11.2303 -1.5103 0.1344
Br -8.6390 -1.6754 2.0431
H -11.0499 -1.3901 2.6205
C -1.0765 -6.5892 -5.7408
Br -1.7865 -6.2268 -7.5153
Br -0.5111 -8.4409 -5.5518
Br 0.3414 -5.3468 -5.2610
H -1.8946 -6.4306 -5.0305
C 14.9078 2.9325 -3.6748
Br 14.8645 4.8642 -3.4489
Br 14.1124 2.3832 -5.3629
Br 16.7037 2.2181 -3.4543
H 14.2928 2.5034 -2.8769
C 9.0440 -1.9890 -0.2984
Br 9.4729 -0.4514 -1.4102
Br 10.1945 -3.5081 -0.6890
Br 9.0561 -1.5395 1.5942
H 8.0213 -2.2895 -0.5491
C -11.3569 -8.6553 6.4930
Br -12.9047 -9.8326 6.5447
Br -9.6872 -9.6527 6.5340
Br -11.4305 -7.4287 4.9850
H -11.3879 -8.0462 7.4025
C 4.2535 -0.8794 -2.5933
Br 4.3522 0.6887 -1.4464
Br 5.6332 -0.8612 -3.9645
Br 4.2765 -2.5307 -1.5652
H 3.2888 -0.8377 -3.1098
C -9.7290 1.2681 -6.2612
Br -8.4096 2.3536 -5.3311
Br -8.9271 -0.3064 -7.0750
Br -11.2265 0.8043 -5.1094
H -10.1298 1.8802 -7.0758
C -5.4257 -9.1027 -7.6542
Br -5.0446 -9.2465 -5.7520
Br -6.0281 -7.3175 -8.1386
Br -3.9173 -9.6771 -8.7400
H -6.2526 -9.7881 -7.8674
C -8.4577 -5.6488 -4.3323
Br -8.0287 -4.1112 -5.4441
Br -7.3071 -7.1679 -4.7229
Br -8.4455 -5.1993 -2.4396
H -9.4803 -5.9493 -4.5830

Forces on atoms 1 to 3 (eV/Å):
C 0.2 -0.6 0.0
C -0.8 1.1 -0.7
O -2.0 -2.2 -1.6

---

DFT (ωB97M-V/def2-TZVPD) results for a cluster of 2 separate species, C2H5N2O3 in total.

Its HOMO-LUMO gap (spin up / spin down) is 10.608 / 4.908 eV. The calculation puts the LUMO energy (spin up / spin down) at -2.9 / -9.8 eV. For the HOMO energy (spin up / spin down), the calculation gives -0.496 / -0.541 hartree. Its relative energy (zero: lowest compared OMol25 entry of this formula, charge and spin) is 5.9753 eV. The spin multiplicity is 3. As for the net charge: +1.

Cartesian coordinates (Å):
C -3.7003 -0.2121 0.2622
C 1.3714 -0.1685 0.3952
N -2.6165 -0.3797 0.0056
N -0.2752 1.3554 -0.3208
O -1.4344 -0.4977 -0.1883
O -1.0023 2.2386 0.0058
O 0.4876 0.8933 0.5967
H -4.6282 -0.2706 0.6987
H 0.8523 -0.9557 1.0448
H 2.1763 0.2630 1.0294
H 1.7769 -0.5292 -0.5637
H -0.2176 1.1664 -1.2959

Forces on atoms 1 to 3 (eV/Å):
C -1.0 0.2 0.1
C 1.6 -0.9 2.3
N 1.7 -0.3 0.1

---

The highest net charge belongs to which entry?
C2H5N2O3